Entry 1:
C17H29F7NO7S | ωB97M-V/def2-TZVPD

Structure (XYZ):
```
62
Properties=species:S:1:pos:R:3:forces:R:3
C -1.613 -2.479 2.570 0.2 0.2 0.0
C -2.000 -3.530 1.564 0.1 -0.2 0.1
O -1.443 -4.589 1.506 0.0 -0.2 0.0
O -3.062 -3.302 0.766 0.0 0.2 -0.1
C -3.483 -1.943 0.548 -0.2 -0.1 0.0
C -4.522 -1.935 -0.575 0.1 0.2 0.1
C -4.237 -0.917 -1.691 -0.1 0.2 0.0
C -5.098 0.352 -1.592 0.2 -0.4 0.2
C -4.909 1.186 -0.315 0.0 0.3 -0.4
C -3.855 2.298 -0.407 0.1 -0.2 0.0
C -2.393 1.844 -0.209 0.0 0.4 0.1
C -1.564 2.041 -1.480 -0.3 0.3 0.0
N -0.211 1.465 -1.489 -0.2 -0.2 0.2
C 0.668 1.868 -0.373 0.0 0.1 -0.2
C 0.668 0.985 0.878 0.4 -0.1 0.2
O 1.789 0.142 0.767 -0.3 0.0 -0.1
C 0.778 1.834 2.156 -0.1 0.0 0.0
F 1.353 1.165 3.145 0.1 -0.3 0.2
F -0.459 2.178 2.589 -0.3 0.1 -0.1
F 1.448 2.975 1.991 0.3 0.2 -0.1
S -0.158 -0.084 -1.993 -0.3 0.2 0.0
O -0.471 -1.017 -0.958 0.1 0.0 -0.1
O -0.810 -0.198 -3.253 0.2 0.1 0.3
F 1.367 -0.156 -2.216 0.1 -0.2 -0.1
H -0.651 -2.765 2.984 0.0 0.0 0.1
H -2.350 -2.452 3.374 -0.1 0.0 0.0
H -1.530 -1.481 2.144 -0.1 0.0 0.0
H -2.613 -1.361 0.253 0.1 0.1 0.0
H -3.899 -1.539 1.474 0.1 0.0 0.1
H -5.504 -1.709 -0.151 -0.1 -0.2 0.0
H -4.562 -2.948 -0.972 0.0 0.0 -0.1
H -4.423 -1.378 -2.662 0.0 0.0 0.0
H -3.184 -0.631 -1.695 0.1 -0.1 0.0
H -4.896 0.974 -2.466 -0.1 0.1 0.0
H -6.141 0.030 -1.642 -0.1 0.1 -0.1
H -5.867 1.664 -0.099 0.0 0.0 0.1
H -4.663 0.547 0.536 -0.1 -0.1 0.1
H -4.096 3.059 0.336 0.0 0.0 0.0
H -3.945 2.794 -1.378 -0.1 0.0 0.0
H -1.959 2.463 0.578 0.1 -0.2 0.1
H -2.345 0.815 0.144 -0.1 -0.1 -0.1
H -1.428 3.115 -1.631 0.0 0.0 -0.1
H -2.120 1.688 -2.347 0.2 -0.2 -0.1
H 1.698 1.890 -0.729 0.0 0.0 0.0
H 0.403 2.898 -0.141 -0.1 0.0 0.0
H -0.253 0.417 0.994 -0.1 0.0 -0.1
H 1.621 -0.703 1.201 0.1 0.1 0.0
C 4.850 -0.784 -0.946 0.0 0.1 -0.1
C 4.957 -0.415 0.531 -0.3 0.0 0.2
O 6.132 -0.828 1.174 0.2 -0.4 -0.4
C 7.324 0.041 1.022 0.0 0.5 0.3
O 7.113 1.309 1.140 0.0 -0.1 -0.1
C 8.075 -0.296 -0.307 -0.1 -0.3 0.0
F 8.053 -1.620 -0.645 0.0 0.1 0.0
F 9.388 0.012 -0.169 0.1 0.0 0.0
F 7.660 0.374 -1.399 0.0 0.0 0.0
H 5.215 -1.798 -1.113 0.0 0.0 0.0
H 3.805 -0.727 -1.265 0.0 0.0 0.0
H 5.421 -0.108 -1.577 0.1 0.0 0.0
H 4.154 -0.940 1.062 0.0 0.0 0.1
H 4.786 0.657 0.681 0.1 0.0 -0.1
H 7.993 -0.446 1.776 -0.1 0.0 0.1
```
Forces are in eV/Å.

**Maximum force**: 0.6 eV/A
**Charge**: -1
**Frontier orbital gap**: 5.531 eV
**Highest occupied orbital energy**: -3.59 eV
**E_LUMO**: 1.943 eV

---

Entry 2:
C17H29FN5O10S2 | ωB97M-V/def2-TZVPD

Structure (XYZ):
```
64
Properties=species:S:1:pos:R:3:forces:R:3
C 2.065 3.042 -0.338 0.4 -0.4 -0.2
C 0.946 2.626 -1.260 -0.1 0.1 -0.6
O 0.580 3.338 -2.152 -0.1 0.0 0.2
N 0.280 1.357 -1.103 0.3 0.6 1.4
C -1.207 1.432 -1.236 -0.2 -0.3 -0.9
C 0.717 0.577 -0.032 -0.4 0.2 0.1
N 1.595 -0.379 -0.283 0.0 -0.1 -0.2
N 2.115 -1.242 0.570 0.0 0.2 -0.1
C 1.736 -1.140 1.824 -0.4 -0.2 0.5
C 2.357 -2.134 2.765 0.6 0.1 -0.6
C 3.729 -1.621 3.274 -0.1 0.3 0.5
N 3.818 -1.717 4.740 -0.2 0.2 -0.4
C 0.798 -0.154 2.265 0.4 -0.1 -0.1
C 0.315 -0.023 3.672 -0.2 0.6 0.0
C -1.169 -0.454 3.721 -0.6 -0.3 -0.2
O -1.481 -1.391 3.030 0.1 -0.1 0.1
N -2.095 0.168 4.578 0.9 0.4 0.2
C -2.200 -0.529 5.871 -0.5 0.0 -0.1
C -1.943 1.618 4.721 -0.2 -0.1 0.2
C 0.316 0.698 1.308 0.2 -0.3 -0.1
F -0.528 1.660 1.625 -0.1 0.1 0.0
H 2.532 2.239 0.233 -0.1 0.0 0.1
H 2.837 3.489 -0.963 0.0 0.1 0.0
H 1.718 3.818 0.342 -0.2 -0.1 0.0
H -1.534 2.460 -1.355 0.2 0.1 0.2
H -1.503 0.907 -2.137 0.0 -0.1 0.0
H -1.726 0.956 -0.408 0.2 0.0 0.1
H 1.901 -0.468 -1.248 0.0 -0.2 0.0
H 2.531 -3.027 2.167 -0.2 -0.2 0.2
H 1.692 -2.375 3.589 0.0 -0.1 0.0
H 4.531 -2.212 2.837 0.0 0.0 0.0
H 3.875 -0.585 2.938 0.0 0.0 -0.1
H 2.961 -1.357 5.147 0.1 0.0 0.1
H 4.549 -1.091 5.062 0.1 -0.2 0.1
H 0.457 0.998 4.029 0.0 0.0 -0.1
H 0.855 -0.671 4.357 0.0 -0.1 0.0
H -3.030 -0.084 6.416 0.0 -0.1 0.0
H -2.440 -1.574 5.695 0.1 0.0 0.1
H -1.303 -0.417 6.493 0.1 -0.1 -0.1
H -2.666 1.961 5.459 -0.1 0.0 -0.1
H -2.192 2.099 3.777 0.2 0.1 0.0
H -0.959 1.940 5.081 0.0 0.0 0.0
C 1.057 2.433 -5.257 -0.2 0.0 0.3
C 1.759 1.095 -5.370 0.3 0.1 -0.2
O 0.835 0.274 -6.086 -0.2 0.1 0.1
S 0.020 1.172 -7.146 0.1 0.1 0.1
O 0.632 1.060 -8.418 -0.1 0.0 -0.1
O -1.360 0.928 -6.952 0.0 -0.1 0.0
O 0.410 2.598 -6.523 0.2 -0.2 -0.1
H 0.298 2.429 -4.475 0.0 0.0 0.0
H 1.747 3.256 -5.089 -0.1 0.1 -0.2
H 1.968 0.648 -4.401 -0.1 -0.1 0.0
H 2.684 1.170 -5.946 0.0 0.0 0.0
C -2.081 -3.245 -2.515 0.1 0.0 0.2
C -3.489 -3.579 -2.070 -0.1 -0.3 -0.2
O -4.177 -2.322 -2.139 0.3 0.2 0.1
S -3.606 -1.455 -3.356 -0.1 -0.2 0.0
O -4.428 -1.621 -4.491 0.0 0.1 -0.1
O -3.284 -0.161 -2.860 -0.1 -0.1 0.0
O -2.255 -2.293 -3.573 -0.1 0.0 0.0
H -1.512 -2.772 -1.709 0.0 0.0 0.0
H -1.538 -4.108 -2.890 0.0 0.1 -0.2
H -3.534 -3.964 -1.055 -0.1 0.2 0.1
H -3.972 -4.281 -2.752 0.0 0.0 0.0
```
Forces are in eV/Å.

**Maximum force**: 1.5 eV/A
**Charge**: +1
**Frontier orbital gap**: 7.597 eV
**Highest occupied orbital energy**: -12.54 eV
**E_LUMO**: -4.940 eV

---

Entry 3:
C17H29LiN3NbOTe | ωB97M-V/def2-TZVPD

Structure (XYZ):
```
53
Properties=species:S:1:pos:R:3:forces:R:3
N 1.556 -1.293 0.333 0.5 -4.6 -0.3
C 2.195 -2.418 0.562 4.4 8.8 1.9
O 3.406 -2.445 1.016 -4.7 -4.2 -1.8
Li 3.347 -0.719 0.970 0.4 1.2 0.2
Nb -0.200 -0.425 -0.251 -1.8 0.5 -3.3
N -0.916 -1.937 -1.292 -0.4 1.4 1.5
N -0.535 1.418 -1.351 0.9 -1.9 1.5
C -0.389 -3.304 -1.669 0.6 0.4 0.4
C -0.048 2.789 -0.878 -1.6 0.5 -0.3
C 0.842 -2.989 -2.527 0.3 -0.3 0.2
C -1.361 -4.172 -2.453 0.1 -0.3 -0.8
C -0.146 -4.058 -0.346 0.9 -0.1 -0.7
C 0.030 3.811 -2.060 -0.3 -0.7 0.9
C -1.007 3.347 0.216 0.1 -0.2 -0.2
C 1.297 2.677 -0.244 1.4 -0.8 0.0
H 0.497 -2.508 -3.443 0.1 0.0 0.0
H 1.387 -3.902 -2.798 -0.1 0.2 0.1
H 1.540 -2.299 -2.017 -0.3 -0.4 -0.3
H -2.200 -4.506 -1.851 -0.2 0.0 0.0
H -0.815 -5.091 -2.752 -0.2 0.6 0.2
H -1.718 -3.702 -3.384 0.1 -0.1 0.4
H 0.728 -3.613 0.192 -0.4 -0.5 0.0
H 0.082 -5.116 -0.545 0.0 0.4 0.1
H -1.021 -3.999 0.288 -0.1 0.0 0.3
H 0.655 3.421 -2.837 0.4 -0.2 -0.6
H 0.479 4.726 -1.701 0.2 0.2 0.2
H -0.940 4.077 -2.467 -0.1 -0.1 0.0
H -2.026 3.536 -0.130 0.1 -0.1 -0.1
H -0.601 4.289 0.594 -0.1 0.0 -0.1
H -1.058 2.657 1.066 0.0 0.0 -0.1
H 1.306 1.982 0.622 -0.1 0.1 -0.1
H 1.617 3.645 0.143 0.0 -0.1 0.1
H 2.071 2.341 -0.961 -0.3 0.1 0.2
C -1.592 1.484 -2.382 -0.2 0.2 -0.4
H -1.916 0.505 -2.756 0.3 0.1 0.3
H -2.495 1.989 -2.003 0.3 0.0 0.1
H -1.287 2.047 -3.293 0.1 -0.4 0.7
C -2.390 -1.813 -1.386 0.1 -0.4 -0.5
H -2.847 -2.656 -0.847 0.0 0.4 -0.1
H -2.749 -0.879 -0.949 -0.1 0.2 0.1
H -2.698 -1.849 -2.450 0.1 0.1 0.6
Te -1.471 -0.441 2.085 -0.1 -0.5 0.0
C -0.009 0.486 3.306 0.7 1.1 0.2
C -0.472 1.615 4.008 1.0 0.6 0.7
C 0.439 2.403 4.799 -0.4 -2.1 -1.8
C 1.803 2.044 4.790 -0.9 1.4 0.8
C 2.260 0.947 4.101 -0.6 -1.2 -1.0
C 1.359 0.132 3.365 -0.2 0.7 0.1
H -1.533 1.888 3.949 0.5 0.0 0.1
H 0.045 3.242 5.334 0.1 0.3 0.2
H 2.484 2.692 5.360 -0.2 -0.5 -0.3
H 3.318 0.705 4.095 -0.1 0.0 0.2
H 1.695 -0.760 2.828 0.0 0.2 0.3
```
Forces are in eV/Å.

**Maximum force**: 10.0 eV/A
**Energy relative to the best compared isomer or geometry (same formula, charge and spin)**: 0.00 kJ/mol
**Charge**: +2
**Frontier orbital gap (spin up / spin down)**: 4.726 / 4.693 eV
**Highest occupied orbital energy (spin up / spin down)**: -14.44 / -14.42 eV
**E_LUMO (spin up / spin down)**: -9.715 / -9.732 eV

---

Entry 4:
C17H29N4NiO2S2Si | ωB97M-V/def2-TZVPD

Structure (XYZ):
```
56
Properties=species:S:1:pos:R:3:forces:R:3
Ni 0.011 0.020 -0.350 0.0 0.0 0.0
C 4.193 0.362 -4.085 0.0 0.0 0.0
Si 2.776 1.434 -4.661 0.0 0.0 0.0
C 2.693 1.450 -6.527 0.0 0.0 0.0
C 2.926 3.172 -3.999 0.0 0.0 0.0
C 1.152 0.681 -4.032 0.0 0.0 0.0
C 0.135 0.272 -4.890 0.0 0.0 0.0
C -1.062 -0.268 -4.420 0.0 0.0 0.0
C -1.230 -0.397 -3.059 -0.1 0.0 0.0
N -0.269 -0.018 -2.222 0.0 0.0 -0.1
C 0.881 0.503 -2.674 0.0 0.0 0.0
S 1.832 0.886 -1.251 0.1 0.0 0.0
H 5.144 0.772 -4.431 0.0 0.0 0.0
H 4.102 -0.653 -4.477 0.0 0.0 0.0
H 4.226 0.303 -2.996 0.0 0.0 0.0
H 3.616 1.873 -6.930 0.0 0.0 0.0
H 1.869 2.064 -6.895 0.0 0.0 0.0
H 2.587 0.446 -6.943 0.0 0.0 0.0
H 3.866 3.621 -4.325 0.0 0.0 0.0
H 2.903 3.189 -2.908 0.0 0.0 0.0
H 2.111 3.801 -4.363 0.0 0.0 0.0
H 0.270 0.377 -5.960 0.0 0.0 0.0
H -1.844 -0.575 -5.099 0.0 0.0 0.0
H -2.132 -0.795 -2.612 0.0 0.0 0.0
S 0.417 0.169 1.825 0.0 0.0 0.1
C 2.093 -0.012 2.166 0.0 0.0 0.0
N 2.949 -0.553 1.312 0.0 0.0 0.0
C 4.392 -0.633 1.525 0.0 0.0 0.0
C 4.818 0.390 2.563 0.0 0.0 0.0
C 3.923 0.265 3.785 0.0 0.0 0.0
N 2.531 0.380 3.363 0.0 0.0 0.0
H 2.580 -0.768 0.394 0.0 0.0 0.0
H 4.878 -0.448 0.568 0.0 0.0 0.0
H 4.656 -1.642 1.848 0.0 0.0 0.0
H 4.730 1.397 2.150 0.0 0.0 0.0
H 5.858 0.227 2.840 0.0 0.0 0.0
H 4.123 1.059 4.502 0.0 0.0 0.0
H 4.086 -0.692 4.287 0.0 0.0 0.0
H 1.855 0.821 3.963 0.0 0.0 0.0
O -0.987 -2.782 0.215 0.0 0.0 0.0
C -1.819 -1.882 0.366 0.0 0.0 0.1
O -1.717 -0.653 0.103 -0.1 -0.1 0.0
C -3.182 -2.292 0.947 0.0 0.0 0.0
N -3.068 -3.773 1.214 0.0 0.0 0.0
C -4.108 -4.482 0.392 0.0 0.0 0.0
C -5.180 -3.421 0.194 0.0 0.0 0.0
C -4.360 -2.149 -0.024 0.0 0.0 0.0
H -3.355 -1.771 1.886 0.0 0.0 0.0
H -3.159 -3.988 2.203 0.0 0.0 0.0
H -2.081 -3.958 0.900 0.0 0.0 0.0
H -4.431 -5.382 0.907 0.0 0.0 0.0
H -3.637 -4.756 -0.550 0.0 0.0 0.0
H -5.799 -3.336 1.090 0.0 0.0 0.0
H -5.832 -3.659 -0.643 0.0 0.0 0.0
H -4.919 -1.237 0.165 0.0 0.0 0.0
H -3.993 -2.107 -1.050 0.0 0.0 0.0
```
Forces are in eV/Å.

**Maximum force**: 0.1 eV/A
**Energy relative to the best compared isomer or geometry (same formula, charge and spin)**: 0.00 kJ/mol
**Charge**: +1
**Frontier orbital gap (spin up / spin down)**: 8.080 / 8.081 eV
**Highest occupied orbital energy (spin up / spin down)**: -10.31 / -10.31 eV
**E_LUMO (spin up / spin down)**: -2.227 / -2.227 eV